(A)
{
  "formula": "C5H13NO3",
  "method": "ωB97M-V with the def2-TZVPD basis set",
  "species": ["C", "C", "O", "O", "H", "H", "H", "H", "C", "C", "N", "C", "O", "H", "H", "H", "H", "H", "H", "H", "H", "H"],
  "xyz": [[1.5263, 0.6136, -1.8858], [-0.0161, 0.6116, -1.9427], [-0.6971, 1.6190, -2.0469], [-0.4919, -0.6050, -2.2899], [1.9003, -0.3600, -1.5582], [1.8978, 0.8556, -2.8818], [1.8517, 1.3759, -1.1732], [-1.4502, -0.4585, -2.4199], [0.7444, -1.6605, 1.0652], [0.6374, -0.1743, 1.3497], [-0.6170, 0.4350, 0.7088], [-1.8756, -0.0471, 1.2761], [-0.5513, 1.8469, 1.0441], [0.4535, -1.9014, 0.0377], [1.7810, -1.9902, 1.1975], [0.1064, -2.2376, 1.7400], [1.5232, 0.3273, 0.9482], [0.6042, 0.0233, 2.4262], [-2.6764, 0.6899, 1.1455], [-2.1854, -0.9559, 0.7516], [-1.7924, -0.2694, 2.3441], [-0.6727, 2.2618, 0.1637]],
  "lumo_energy_ha": 0.028,
  "homo_lumo_gap_ev": 9.9
}

(B)
{
  "formula": "C5H13NO3",
  "method": "ωB97M-V with the def2-TZVPD basis set",
  "species": ["C", "C", "C", "N", "C", "C", "O", "O", "H", "H", "H", "H", "H", "H", "H", "H", "H", "H", "H", "O", "H", "H"],
  "xyz": [[2.0870, -0.8459, 0.5385], [1.8042, 0.4706, 1.2506], [0.9650, 1.4297, 0.4217], [-0.3709, 0.8957, 0.1208], [-0.6197, 0.6008, -1.2789], [-2.1087, 0.5937, -1.5227], [-2.7861, 1.4772, -1.9552], [-2.6620, -0.5852, -1.0951], [2.6815, -1.5091, 1.1715], [2.6522, -0.7067, -0.3902], [1.1709, -1.3797, 0.2901], [2.7507, 0.9484, 1.5114], [1.2832, 0.2729, 2.1910], [0.8399, 2.3754, 0.9575], [1.4841, 1.6737, -0.5117], [-0.5472, 0.0745, 0.6866], [-0.2002, 1.3833, -1.8985], [-0.1965, -0.3512, -1.6227], [-3.6256, -0.5137, -1.1495], [-1.3652, -1.9397, 1.0667], [-1.9039, -1.4958, 0.3943], [-1.3329, -2.8692, 0.8240]],
  "lumo_energy_ha": 0.022,
  "homo_lumo_gap_ev": 9.5
}

List of relative energies, unit kcal/mol: (A) 37.9; (B) 0.0

(A)
{
  "formula": "C5H13NO3",
  "method": "ωB97M-V with the def2-TZVPD basis set",
  "species": ["C", "N", "C", "O", "C", "C", "C", "O", "H", "H", "H", "H", "H", "H", "H", "H", "H", "H", "H", "O", "H", "H"],
  "xyz": [[-2.3487, -1.5481, 0.3337], [-1.8928, -0.3577, -0.3553], [-0.6485, 0.1912, -0.2732], [-0.3878, 1.2115, -0.9041], [0.3293, -0.2906, 0.7901], [1.4875, -1.0462, 0.0913], [2.1713, -0.2262, -1.0117], [2.7437, 0.9380, -0.4274], [-1.4990, -2.1372, 0.6542], [-2.9563, -1.3268, 1.2139], [-2.9471, -2.1479, -0.3500], [-2.5435, 0.2882, -0.7719], [0.7137, 0.5559, 1.3508], [-0.1244, -0.9921, 1.4844], [1.1361, -2.0001, -0.3097], [2.2519, -1.2924, 0.8259], [1.6017, -0.0342, -1.9144], [3.0673, -0.8089, -1.2559], [2.1534, 1.6977, -0.5231], [-0.6440, 3.3025, 0.7816], [-0.7091, 2.3499, 0.6282], [-0.9548, 3.6733, -0.0575]],
  "lumo_energy_ha": 0.024,
  "homo_lumo_gap_ev": 10.6
}

(B)
{
  "formula": "C5H13NO3",
  "method": "ωB97M-V with the def2-TZVPD basis set",
  "species": ["C", "C", "C", "C", "C", "N", "O", "O", "O", "H", "H", "H", "H", "H", "H", "H", "H", "H", "H", "H", "H", "H"],
  "xyz": [[-1.4486, -0.3141, 0.8018], [0.6881, 0.1058, -0.7913], [0.5405, 0.4267, 0.5697], [2.6312, 0.8841, -0.1543], [-2.5536, -0.1358, -0.2061], [0.7073, -1.1691, -1.2673], [-1.9241, 0.1824, 2.0404], [-1.1330, -1.7040, 0.9551], [2.8057, 2.1067, -0.8276], [-1.1790, 0.2058, 2.6537], [-1.9316, -2.1709, 1.2657], [2.7168, 1.9431, -1.7756], [0.4238, 0.8661, -1.5220], [0.4244, -1.8803, -0.5952], [0.3247, -1.3270, -2.1873], [0.8672, -0.2896, 1.3141], [0.4219, 1.4718, 0.8210], [3.2231, 0.0746, -0.5890], [2.9451, 1.0167, 0.8798], [-3.4886, -0.6121, 0.1399], [-2.2943, -0.6033, -1.1584], [-2.7671, 0.9225, -0.3669]],
  "lumo_energy_ha": 0.026,
  "homo_lumo_gap_ev": 7.0
}

List of relative energies, unit kcal/mol: (A) 0.0; (B) 110.4

(A)
{
  "formula": "BF22P3Pt",
  "method": "ωB97M-V with the def2-TZVPD basis set",
  "species": ["Pt", "P", "F", "F", "F", "F", "F", "F", "P", "F", "F", "F", "F", "F", "F", "P", "F", "F", "F", "F", "F", "F", "B", "F", "F", "F", "F"],
  "xyz": [[-0.0904, -0.2537, -0.3965], [-2.5594, -1.5089, 3.5436], [-1.7143, -0.1363, 3.4189], [-1.3138, -2.1548, 2.8220], [-2.0732, -1.7995, 5.0551], [-3.3216, -2.9292, 3.4125], [-3.9053, -0.7548, 3.9739], [-3.0421, -1.1429, 2.0623], [4.7647, -0.5645, 0.1512], [3.4657, -0.5719, 1.0970], [5.5868, -0.9948, 1.4709], [4.3615, -2.1208, -0.2088], [6.0309, -0.5961, -0.8275], [3.6968, -0.1739, -1.0702], [4.9333, 1.0149, 0.4554], [-1.0751, 4.3512, -1.2652], [0.1308, 5.3899, -1.3997], [-1.6832, 4.9204, 0.1497], [-1.8397, 5.4159, -2.2415], [-2.1828, 3.2164, -1.1181], [-0.4271, 3.4022, -2.4427], [0.0485, 3.5243, -0.3686], [-1.5601, -3.1753, -3.3253], [-0.5250, -3.3017, -2.3853], [-1.7920, -1.8094, -3.2255], [-1.3177, -3.5012, -4.6415], [-2.5962, -3.7456, -2.6959]],
  "lumo_energy_ha": [-0.016, -0.168],
  "multiplicity": 3,
  "homo_lumo_gap_ev": [6.7, 2.4],
  "total_charge": -2
}

(B)
{
  "formula": "BF22P3Pt",
  "method": "ωB97M-V with the def2-TZVPD basis set",
  "species": ["Pt", "P", "F", "F", "F", "F", "F", "F", "P", "F", "F", "F", "F", "F", "F", "P", "F", "F", "F", "F", "F", "F", "B", "F", "F", "F", "F"],
  "xyz": [[4.3018, 20.5697, -5.9732], [7.0071, 19.9237, -4.4261], [5.6120, 19.2933, -3.8726], [6.2176, 21.3258, -4.6442], [7.4911, 20.2627, -2.9458], [8.3202, 20.5942, -5.0728], [7.7151, 18.4822, -4.4162], [6.4528, 19.5467, -5.9585], [2.3625, 22.5372, -4.3991], [3.7010, 21.6291, -4.0494], [2.4956, 23.2305, -2.9612], [3.3554, 23.6209, -5.0805], [1.0939, 23.4044, -4.8081], [2.3707, 21.7545, -5.8912], [1.4340, 21.3663, -3.8299], [2.6343, 17.7493, -6.2041], [1.1343, 17.7039, -5.5971], [3.2744, 16.8149, -5.0572], [2.1771, 16.5243, -7.1407], [4.1181, 17.8662, -6.7879], [2.1926, 18.9015, -7.2762], [2.8472, 19.0813, -5.1247], [5.2956, 21.8003, -8.3696], [5.0300, 22.4006, -7.0835], [4.6648, 20.5140, -8.1803], [4.7626, 22.4244, -9.4664], [6.6592, 21.5831, -8.3835]],
  "lumo_energy_ha": [0.200, 0.155],
  "multiplicity": 3,
  "homo_lumo_gap_ev": [10.8, 9.5],
  "total_charge": -2
}

List of relative energies, unit kcal/mol: (A) 197.2; (B) 0.0

(A)
{
  "formula": "C9H14",
  "method": "ωB97M-V with the def2-TZVPD basis set",
  "species": ["C", "C", "C", "C", "C", "C", "C", "H", "H", "H", "H", "H", "H", "H", "H", "C", "C", "H", "H", "H", "H", "H", "H"],
  "xyz": [[-2.8585, 0.4750, 0.6454], [-1.5540, -1.1665, -2.4866], [-2.3701, -0.8801, -1.4239], [-0.2121, -0.7129, -2.4023], [-1.9522, 0.0086, -0.4004], [0.2647, 0.1230, -1.3586], [-0.5723, 0.4330, -0.3383], [-1.9794, -1.7360, -3.2979], [-3.3791, -1.2694, -1.4754], [0.3787, -0.8032, -3.2993], [1.2900, 0.4560, -1.3774], [-3.0927, 1.5167, 0.3579], [-2.4503, 0.4612, 1.6557], [-0.3766, 1.1374, 0.4481], [-3.8391, -0.0033, 0.6716], [3.3321, -0.2699, 1.5250], [2.2454, 0.7427, 1.9482], [3.7767, -0.0796, 0.5483], [4.2098, -0.1036, 2.1331], [3.0495, -1.3110, 1.6619], [1.2652, 0.2796, 1.9532], [2.4155, 1.0796, 2.9723], [2.4089, 1.6228, 1.3394]],
  "lumo_energy_ha": [-0.162, -0.301],
  "multiplicity": 2,
  "homo_lumo_gap_ev": [9.8, 6.0],
  "total_charge": 1
}

(B)
{
  "formula": "C9H14",
  "method": "ωB97M-V with the def2-TZVPD basis set",
  "species": ["C", "C", "H", "H", "H", "H", "H", "H", "C", "C", "C", "C", "C", "C", "C", "H", "H", "H", "H", "H", "H", "H", "H"],
  "xyz": [[-0.1647, 3.0157, -0.7972], [0.1236, 4.4890, -0.9993], [0.7292, 2.3252, -1.1090], [-0.6650, 2.7181, 0.1459], [-0.7786, 2.7740, -1.6623], [0.8974, 4.6106, -1.7621], [0.3879, 4.9872, -0.0047], [-0.6820, 5.0174, -1.4751], [0.5857, -4.1033, 0.1660], [-0.4104, 0.1002, 0.9270], [0.4988, -0.3452, -0.1531], [-1.0888, -0.9723, 1.6420], [0.6173, -1.7030, -0.4254], [-0.8844, -2.3465, 1.3027], [0.0656, -2.6868, 0.3252], [-0.4946, 1.0866, 1.4067], [0.9984, 0.2938, -0.7589], [-1.7503, -0.6747, 2.4317], [1.3080, -1.9846, -1.2051], [-1.5580, -3.2088, 1.6338], [0.4668, -4.6974, 1.1046], [1.6133, -4.0253, -0.0555], [0.1848, -4.6701, -0.6777]],
  "lumo_energy_ha": [-0.168, -0.308],
  "multiplicity": 2,
  "homo_lumo_gap_ev": [9.5, 5.7],
  "total_charge": 1
}

(C)
{
  "formula": "C9H14",
  "method": "ωB97M-V with the def2-TZVPD basis set",
  "species": ["C", "C", "C", "C", "C", "C", "C", "H", "H", "H", "H", "H", "H", "H", "H", "C", "C", "H", "H", "H", "H", "H", "H"],
  "xyz": [[0.0515, -2.1392, -1.6340], [0.5591, -1.4835, 0.8015], [0.6023, -1.2008, -0.6156], [1.0158, -0.5893, 1.7072], [1.3151, -0.0533, -1.0305], [1.6458, 0.5958, 1.2842], [1.8418, 0.8267, -0.1112], [-0.0458, -2.3464, 1.1076], [0.8094, -0.7200, 2.7572], [0.2588, -3.1405, -1.2492], [0.4682, -2.0584, -2.6343], [1.4886, 0.0555, -2.0903], [1.9547, 1.3245, 2.0118], [2.0032, 1.8619, -0.3799], [-1.0395, -2.0081, -1.7207], [-2.0478, 0.7749, 0.3820], [-1.0919, 1.9406, -0.0219], [-1.6371, -0.2188, 0.3953], [-2.2770, 1.0200, 1.4239], [-3.0628, 0.7644, -0.0402], [-1.6780, 2.7398, -0.4592], [-0.3934, 1.6961, -0.7914], [-0.7409, 2.3582, 0.9077]],
  "lumo_energy_ha": [-0.164, -0.302],
  "multiplicity": 2,
  "homo_lumo_gap_ev": [10.2, 6.4],
  "total_charge": 1
}

List of relative energies, unit kcal/mol: (A) 0.0; (B) 23.0; (C) 7.0

(A)
{
  "formula": "C4H12NOS",
  "method": "ωB97M-V with the def2-TZVPD basis set",
  "species": ["C", "C", "S", "C", "N", "C", "H", "H", "H", "H", "H", "H", "H", "H", "H", "H", "H", "H", "O"],
  "xyz": [[1.1030, 0.7541, 1.1382], [2.3047, 0.0226, 0.5460], [3.9034, 0.7911, 1.0064], [-0.2124, -0.0141, 0.8307], [-0.5249, 0.1348, -0.5918], [-0.6769, -1.0816, -1.3664], [0.9488, 1.7723, 0.7664], [1.3154, 0.8673, 2.2040], [2.2934, -0.9523, 1.0598], [2.1046, -0.2016, -0.5054], [-1.0508, 0.3937, 1.3980], [-0.0607, -1.0692, 1.0464], [-0.0121, 0.8193, -1.1272], [-1.5170, -1.6654, -0.9676], [-0.9200, -0.8091, -2.3898], [0.1533, -1.8006, -1.3295], [-2.6562, 1.1841, -0.9484], [-3.0139, 0.0950, -0.1253], [-3.4817, 0.7595, -0.6445]],
  "lumo_energy_ha": 0.125,
  "homo_lumo_gap_ev": 5.8,
  "total_charge": -1
}

(B)
{
  "formula": "C4H12NOS",
  "method": "ωB97M-V with the def2-TZVPD basis set",
  "species": ["C", "N", "C", "C", "S", "C", "H", "H", "H", "H", "H", "H", "H", "H", "H", "H", "H", "H", "O"],
  "xyz": [[0.9253, -2.3641, 0.1285], [1.0347, -1.0625, 0.7640], [0.0405, -0.1238, 0.1299], [-0.3554, 1.0278, 1.0401], [-1.8915, 1.8761, 0.5308], [2.1856, -3.1678, 0.5117], [0.0846, -2.9502, 0.5192], [0.8913, -2.3614, -0.9589], [0.8036, -1.0309, 1.7534], [-0.8508, -0.7231, -0.0546], [0.4610, 0.2857, -0.7907], [0.4842, 1.6825, 1.3003], [-0.4986, 0.4999, 2.0178], [2.2406, -4.1982, 0.1464], [3.0696, -2.7022, 0.0665], [2.2237, -3.2255, 1.6002], [0.2340, 2.7914, -2.6378], [-0.0757, 1.4495, -2.4366], [-0.1258, 2.0891, -3.1647]],
  "lumo_energy_ha": 0.128,
  "homo_lumo_gap_ev": 6.0,
  "total_charge": -1
}

(C)
{
  "formula": "C4H12NOS",
  "method": "ωB97M-V with the def2-TZVPD basis set",
  "species": ["C", "C", "S", "N", "H", "H", "H", "H", "H", "H", "H", "C", "O", "C", "H", "H", "H", "H", "H"],
  "xyz": [[-2.3728, -0.7408, 0.3194], [-1.4555, -0.1113, -0.7611], [-2.4122, 0.8776, -1.9397], [-1.6332, -1.4060, 1.4236], [-3.0322, 0.0251, 0.7513], [-3.1012, -1.5281, -0.1319], [-0.8949, 0.6625, -0.2215], [-0.7491, -0.8496, -1.1496], [-1.4107, 1.4350, -2.6490], [-0.7431, -0.9325, 1.5866], [-1.3807, -2.3544, 1.1716], [1.7223, 0.5495, -0.1618], [0.8389, -0.0776, 0.6971], [3.1111, 0.7174, 0.4788], [1.3507, 1.5722, -0.4521], [1.8299, -0.0570, -1.0849], [3.7750, 1.3805, -0.0845], [3.5663, -0.2589, 0.6916], [2.9913, 1.0963, 1.5161]],
  "lumo_energy_ha": 0.119,
  "homo_lumo_gap_ev": 6.1,
  "total_charge": -1
}

List of relative energies, unit kcal/mol: (A) 0.0; (B) 2.2; (C) 22.4

(A)
{
  "formula": "C4H12NOS",
  "method": "ωB97M-V with the def2-TZVPD basis set",
  "species": ["C", "C", "S", "C", "N", "C", "H", "H", "H", "H", "H", "H", "H", "H", "H", "H", "H", "H", "O"],
  "xyz": [[0.9319, 1.4016, 0.0960], [1.7206, 1.4323, -1.2129], [3.1087, 2.6281, -1.2181], [-0.4213, 0.6864, 0.0233], [-0.4994, -0.6096, 0.6830], [0.0607, -1.6875, -0.1212], [1.5474, 0.9397, 0.8747], [0.8130, 2.4248, 0.4796], [1.0393, 1.6623, -2.0305], [2.1665, 0.4440, -1.3863], [-1.2010, 1.3378, 0.4033], [-0.6752, 0.5518, -1.0314], [0.0142, -0.5688, 1.5513], [-0.6329, -1.9724, -0.9013], [0.2977, -2.5420, 0.5034], [0.9858, -1.4117, -0.6253], [-3.5854, -1.7115, 0.7308], [-2.3587, -1.6105, 1.5695], [-3.3118, -1.3951, 1.6121]],
  "lumo_energy_ha": 0.117,
  "homo_lumo_gap_ev": 5.5,
  "total_charge": -1
}

(B)
{
  "formula": "C4H12NOS",
  "method": "ωB97M-V with the def2-TZVPD basis set",
  "species": ["C", "N", "C", "C", "S", "C", "H", "H", "H", "H", "H", "H", "H", "H", "H", "H", "H", "H", "O"],
  "xyz": [[0.0899, -0.1750, -1.6153], [0.2842, 0.3362, -0.2642], [-0.5090, -0.3956, 0.8074], [-0.0627, -0.0179, 2.1953], [-1.0953, -0.8555, 3.5044], [-1.3099, -0.7166, -1.9609], [0.4259, 0.5635, -2.3574], [0.8985, -0.8979, -1.8231], [-0.0382, 1.3030, -0.2719], [-0.1292, -1.4131, 0.6922], [-1.5629, -0.2182, 0.6396], [-0.0196, 1.0654, 2.3655], [0.9492, -0.3686, 2.3724], [-2.0307, -0.0290, -1.5243], [-1.4508, -0.5007, -3.0306], [-1.4354, -1.7794, -1.8051], [2.2194, 1.9765, 1.1357], [2.0299, 0.7595, 0.2941], [2.7466, 1.3635, 0.6462]],
  "lumo_energy_ha": 0.124,
  "homo_lumo_gap_ev": 5.8,
  "total_charge": -1
}

List of relative energies, unit kcal/mol: (A) 0.0; (B) 1.9